# C20H21NO4

The molecule C20H21NO4 (ωB97M-V with the def2-TZVPD basis set, the Open Molecules 2025 dataset).

As for the SMILES: COc1ccc(C(=O)CC(=O)C(=O)NCCc2cccc(C)c2)cc1. Its frontier orbital gap is 8.80 eV. Its relative energy (zero: lowest compared OMol25 entry of this formula, charge and spin) is 177.96 kJ/mol.

Cartesian coordinates (Å):
C1 1.387 2.631 -2.820
H1 2.137 2.005 -2.328
O1 0.124 2.489 -2.214
C2 -0.462 1.265 -2.203
C3 0.073 0.114 -2.776
C4 -0.617 -1.081 -2.692
C5 -1.820 -1.168 -1.999
C6 -2.357 -0.011 -1.432
C7 -1.698 1.191 -1.553
H2 -2.115 2.096 -1.142
H3 -3.307 -0.037 -0.921
C8 -2.477 -2.488 -1.870
O2 -2.501 -3.314 -2.745
C9 -3.161 -2.713 -0.513
C10 -2.323 -2.165 0.601
O3 -2.703 -1.430 1.481
C11 -0.860 -2.616 0.513
O4 -0.462 -3.320 -0.395
N1 -0.111 -2.157 1.524
H4 -0.540 -1.497 2.159
C12 1.315 -2.368 1.579
H5 1.512 -3.333 1.104
H6 1.626 -2.401 2.625
C13 2.084 -1.268 0.828
C14 1.912 0.064 1.501
C15 2.783 0.463 2.508
C16 2.599 1.674 3.147
C17 1.544 2.497 2.790
C18 0.660 2.116 1.791
C19 0.855 0.894 1.158
H7 0.170 0.589 0.379
C20 -0.483 2.993 1.383
H8 -0.522 3.893 1.992
H9 -0.378 3.280 0.338
H10 -1.425 2.457 1.490
H11 1.409 3.445 3.292
H12 3.281 1.981 3.927
H13 3.609 -0.176 2.785
H14 3.139 -1.544 0.803
H15 1.708 -1.229 -0.197
H16 -4.153 -2.257 -0.508
H17 -3.264 -3.793 -0.384
H18 -0.212 -1.978 -3.132
H19 1.020 0.138 -3.292
H20 1.656 3.679 -2.696
H21 1.349 2.391 -3.887

For reference, the Mulliken charges in units of e are:
1 C -0.92
2 H 0.33
3 O -0.44
4 C 0.43
5 C -0.30
6 C -1.05
7 C 0.36
8 C -0.07
9 C -0.37
10 H 0.56
11 H 0.45
12 C 0.20
13 O -0.60
14 C -0.84
15 C 0.62
16 O -0.62
17 C 0.41
18 O -0.66
19 N -0.08
20 H 0.34
21 C -0.86
22 H 0.36
23 H 0.48
24 C -0.85
25 C 0.01
26 C -0.55
27 C -0.78
28 C -0.70
29 C 0.38
30 C 0.70
31 H 0.25
32 C -1.23
33 H 0.40
34 H 0.19
35 H 0.27
36 H 0.38
37 H 0.40
38 H 0.45
39 H 0.52
40 H 0.17
41 H 0.38
42 H 0.39
43 H 0.38
44 H 0.47
45 H 0.27
46 H 0.36


# C20H21NO5S

The molecule C20H21NO5S at a distorted geometry (ωB97M-V with the def2-TZVPD basis set, the Open Molecules 2025 dataset).

As for the SMILES: CCO[C@@H](Cc1ccc(OCc2nc(-c3ccsc3)oc2C)cc1)C(=O)O. Its frontier orbital gap is 8.72 eV. Its relative energy (zero: lowest compared OMol25 entry of this formula, charge and spin) is 386.85 kJ/mol.

Cartesian coordinates (Å):
O1 -0.791 -2.461 4.865
N1 0.233 1.427 -2.437
O2 -0.201 -4.063 3.394
O3 2.431 1.721 -1.976
O4 -1.168 3.573 -0.068
O5 -0.929 -2.534 1.404
S1 1.778 -2.102 -5.062
C1 -0.694 -2.898 3.727
C2 1.480 1.088 -2.708
C3 3.246 -1.896 -4.121
C4 0.879 -0.808 -4.322
C5 2.971 -0.781 -3.317
C6 1.753 -0.086 -3.510
C7 1.715 2.598 -1.173
C8 0.405 2.474 -1.539
C9 -2.165 1.256 0.039
C10 -1.736 2.497 2.010
C11 -2.464 0.111 0.812
C12 -2.180 1.343 2.756
C13 -1.648 2.448 0.633
C14 -2.500 0.136 2.140
C15 2.269 3.501 -0.089
C16 -0.687 3.446 -1.382
C17 0.254 -2.993 -0.539
C18 0.357 -2.375 0.866
C19 -2.424 -1.236 2.829
C20 -1.037 -1.846 2.689
H1 0.076 -4.449 4.214
H2 4.089 -2.561 -3.999
H3 -0.222 -0.648 -4.519
H4 3.802 -0.270 -2.708
H5 -2.294 1.250 -1.032
H6 -1.582 3.473 2.455
H7 -2.512 -0.855 0.205
H8 -2.305 1.372 3.910
H9 1.556 4.109 0.404
H10 2.850 2.867 0.658
H11 3.025 4.127 -0.593
H12 -0.350 4.455 -1.666
H13 -1.501 3.235 -2.123
H14 0.724 -2.467 -1.326
H15 -0.819 -3.238 -0.805
H16 0.658 -3.942 -0.449
H17 1.056 -2.890 1.538
H18 0.603 -1.331 0.753
H19 -2.518 -0.902 3.848
H20 -3.207 -1.931 2.453
H21 -0.277 -0.946 2.860

For reference, the Mulliken charges in units of e are:
1 O -0.60
2 N -0.40
3 O -0.38
4 O -0.39
5 O -0.43
6 O -0.42
7 S -0.17
8 C 0.16
9 C 0.30
10 C -0.36
11 C -0.14
12 C -0.68
13 C 0.11
14 C 0.37
15 C 1.29
16 C -0.42
17 C -0.51
18 C -0.19
19 C -0.31
20 C 0.15
21 C 0.41
22 C -1.37
23 C -1.14
24 C -1.14
25 C -0.04
26 C -1.14
27 C 0.61
28 H 0.37
29 H 0.43
30 H 0.39
31 H 0.24
32 H 0.37
33 H 0.44
34 H 0.17
35 H 0.17
36 H 0.34
37 H 0.28
38 H 0.33
39 H 0.41
40 H 0.29
41 H 0.13
42 H 0.32
43 H 0.42
44 H 0.35
45 H 0.23
46 H 0.44
47 H 0.35
48 H 0.32


# C20H21O13P2

A 4-piece molecular cluster, C20H21O13P2 overall at a distorted geometry (ωB97M-V with the def2-TZVPD basis set, the Open Molecules 2025 dataset).

Its frontier orbital gap is 6.81 eV. As for the total charge: +1.

Cartesian coordinates (Å):
C1 0.344 -4.957 2.111
P1 2.210 -5.238 2.545
C2 3.317 -5.003 1.005
P2 2.770 -3.938 4.203
O1 2.755 -2.227 3.829
H1 0.060 -3.815 2.074
H2 0.183 -5.498 1.063
H3 -0.262 -5.501 2.984
H4 3.477 -3.888 0.688
H5 4.365 -5.506 1.148
H6 2.796 -5.546 0.079
H7 4.065 -4.276 4.805
H8 1.773 -4.126 5.258
H9 1.822 -1.910 3.629
C3 -2.307 1.458 2.795
C4 -1.850 0.257 3.154
C5 -0.390 -0.037 3.191
O2 0.000 -1.144 3.544
C6 0.538 1.033 2.791
C7 0.080 2.233 2.428
C8 -1.378 2.534 2.418
O3 -1.767 3.652 2.097
O4 0.947 3.241 2.049
O5 -2.718 -0.761 3.507
H10 -3.365 1.685 2.765
H11 1.595 0.801 2.806
H12 0.374 4.010 1.834
H13 -2.145 -1.527 3.727
C9 -4.787 3.277 -1.673
C10 -3.670 3.657 -1.050
C11 -2.775 4.697 -1.631
O6 -1.766 5.039 -1.026
C12 -3.145 5.275 -2.932
C13 -4.261 4.893 -3.556
C14 -5.169 3.874 -2.962
O7 -6.197 3.556 -3.551
O8 -4.613 5.431 -4.781
O9 -3.303 3.099 0.161
H14 -5.448 2.525 -1.261
H15 -2.477 6.016 -3.351
H16 -5.459 4.994 -5.024
H17 -2.461 3.540 0.407
C15 2.095 -2.027 -2.090
C16 2.591 -2.542 -3.217
C17 3.276 -1.685 -4.224
O10 3.738 -2.189 -5.241
C18 3.367 -0.241 -3.953
C19 2.869 0.274 -2.827
C20 2.208 -0.588 -1.808
O11 1.776 -0.088 -0.775
O12 2.948 1.630 -2.567
O13 2.486 -3.893 -3.491
H18 1.597 -2.639 -1.349
H19 3.852 0.373 -4.701
H20 2.519 1.753 -1.692
H21 2.921 -4.018 -4.362

For reference, the Mulliken charges in units of e are:
1 C -0.82
2 P 0.26
3 C -0.85
4 P 0.25
5 O -0.50
6 H 0.23
7 H 0.31
8 H 0.35
9 H 0.27
10 H 0.36
11 H 0.29
12 H 0.22
13 H 0.20
14 H 0.47
15 C -0.72
16 C 0.21
17 C 1.19
18 O -0.73
19 C -0.77
20 C 0.22
21 C 0.81
22 O -0.73
23 O -0.57
24 O -0.58
25 H 0.48
26 H 0.42
27 H 0.36
28 H 0.31
29 C -0.70
30 C 0.11
31 C 0.99
32 O -0.60
33 C -0.96
34 C 0.33
35 C 0.92
36 O -0.60
37 O -0.56
38 O -0.37
39 H 0.44
40 H 0.41
41 H 0.35
42 H 0.26
43 C -1.03
44 C 0.41
45 C 0.86
46 O -0.59
47 C -0.84
48 C 0.32
49 C 0.89
50 O -0.57
51 O -0.56
52 O -0.57
53 H 0.58
54 H 0.43
55 H 0.32
56 H 0.36


# C20H22AsMgNO4S4

C20H22AsMgNO4S4 as an isolated structure (ωB97M-V with the def2-TZVPD basis set, the Open Molecules 2025 dataset).

Its frontier orbital gap is 5.63 eV. Its relative energy (zero: lowest compared OMol25 entry of this formula, charge and spin) is 0.00 kJ/mol. As for the total charge: -2.

Cartesian coordinates (Å):
Mg1 1.440 2.892 1.081
S1 5.078 2.340 3.842
As1 3.938 1.514 2.264
S2 3.756 2.950 0.558
S3 1.777 1.368 2.905
S4 4.591 -0.384 1.535
O1 0.366 2.006 -0.439
C1 -1.040 2.198 -0.347
C2 -1.268 3.489 0.524
O2 -2.415 3.904 0.630
O3 -0.219 3.972 1.061
C3 -1.634 2.399 -1.733
C4 -0.819 2.426 -2.857
C5 -1.369 2.602 -4.122
C6 -2.737 2.750 -4.278
C7 -3.557 2.723 -3.155
C8 -3.012 2.547 -1.894
C9 -1.640 0.981 0.363
C10 -2.036 -0.142 -0.356
C11 -2.444 -1.294 0.301
C12 -2.463 -1.337 1.688
C13 -2.069 -0.221 2.412
C14 -1.662 0.930 1.754
H1 0.601 1.069 -0.740
H2 0.249 2.309 -2.737
H3 -0.717 2.620 -4.988
H4 -3.165 2.885 -5.264
H5 -4.629 2.840 -3.262
H6 -3.642 2.540 -1.016
H7 -2.000 -0.124 -1.438
H8 -2.737 -2.164 -0.276
H9 -2.769 -2.241 2.201
H10 -2.058 -0.246 3.495
H11 -1.340 1.786 2.333
O4 0.978 -0.356 -1.247
C15 1.262 -1.281 -0.458
C16 1.692 -2.602 -1.064
C17 2.710 -3.394 -0.247
C18 2.062 -4.259 0.830
C19 1.001 -3.492 1.620
C20 1.422 -2.066 1.941
N1 1.180 -1.123 0.856
H12 2.104 -2.325 -2.034
H13 0.791 -3.194 -1.267
H14 3.406 -2.684 0.211
H15 3.302 -4.024 -0.916
H16 2.839 -4.614 1.512
H17 1.607 -5.147 0.374
H18 0.797 -4.016 2.558
H19 0.054 -3.461 1.070
H20 2.474 -2.005 2.241
H21 0.836 -1.683 2.777
H22 1.128 -0.158 1.201

For reference, the Mulliken charges in units of e are:
1 Mg 0.27
2 S -0.65
3 As 0.52
4 S -0.64
5 S -0.66
6 S -0.63
7 O -0.35
8 C 2.95
9 C 0.17
10 O -0.71
11 O -0.70
12 C -1.08
13 C -0.14
14 C -1.02
15 C -0.25
16 C -0.99
17 C 0.20
18 C -0.05
19 C -0.01
20 C -0.88
21 C -0.29
22 C -1.04
23 C -0.35
24 H 0.38
25 H 0.54
26 H 0.39
27 H 0.37
28 H 0.36
29 H 0.45
30 H 0.36
31 H 0.35
32 H 0.41
33 H 0.38
34 H 0.49
35 O -0.79
36 C 0.54
37 C -0.98
38 C -0.44
39 C -0.71
40 C -0.65
41 C -0.81
42 N 1.49
43 H 0.33
44 H 0.25
45 H 0.03
46 H 0.41
47 H 0.32
48 H 0.34
49 H 0.43
50 H 0.22
51 H 0.29
52 H 0.37
53 H -0.78


Number 1: E_HOMO -0.326 hartree, energy -1130.46117 a.u.. Number 2: E_HOMO -0.306 hartree, energy -1603.75518 a.u.. Number 3: E_HOMO -0.412 hartree, energy -2435.20625 a.u.. Number 4: E_HOMO -0.046 hartree, energy -5160.00664 a.u..